1:
Computed, not measured: a 2-piece molecular cluster, C4H6S overall, with ωB97M-V/def2-TZVPD.

The geometry in ORCA input format:
```
! wB97M-V def2-TZVPD RIJCOSX def2/J DEFGRID3
* xyz 0 1
C 2.07805 -1.05196 1.12812
C 1.79522 -0.06428 0.54249
C 1.22235 1.09610 -0.05756
H 2.26975 -1.96332 1.52797
H 0.77636 0.82144 -1.11757
H 1.90796 1.86623 -0.32537
H 0.46829 1.60854 0.49845
C -2.56335 -0.60110 -0.70376
S -2.68023 0.35293 0.65521
H -2.83111 -0.36586 -1.73261
H -2.44330 -1.69872 -0.41537
*
```

Results
- SMILES: C#CC.C=S
- M: 86.16 g/mol
- E_LUMO (alpha / beta): -0.02611 / -0.02612 Ha
- Frontier orbital gap (alpha / beta): 8.3 / 8.3 eV

2:
Computed, not measured: one molecule with the formula C4H6S, with ωB97M-V/def2-TZVPD.

The geometry in ORCA input format:
```
! wB97M-V def2-TZVPD RIJCOSX def2/J DEFGRID3
* xyz 0 1
C 1.86685 -1.67585 -0.00963
C 1.10765 -0.74188 0.55762
S 0.58820 0.62845 -0.38958
C -1.18056 0.61804 -0.38293
C -1.78393 1.78222 -0.17231
H 2.13574 -1.62848 -1.05765
H 2.26567 -2.46429 0.67561
H 0.81094 -0.78754 1.58971
H -1.69348 -0.31430 -0.49234
H -2.91294 1.86966 -0.21045
H -1.20414 2.71398 -0.10806
*
```

Results
- SMILES: C=CSC=C
- M: 86.16 g/mol
- E_LUMO: 0.03769 Ha
- Frontier orbital gap: 9.5 eV

Calculated relative energies: 1 0.0708; 2 0.0000, given in hartree

1:
Computed, not measured: a 2-piece molecular cluster, C4H6S overall, with ωB97M-V/def2-TZVPD.

The geometry in ORCA input format:
```
! wB97M-V def2-TZVPD RIJCOSX def2/J DEFGRID3
* xyz 0 1
C 0.50388 1.29547 0.22881
C 1.59190 0.67943 -0.20565
S 2.03958 -0.98505 -0.03302
H -0.39353 0.75212 0.41363
H 0.48450 2.43769 0.35844
H 2.52231 1.38046 -0.33503
H 0.83244 -1.49684 0.23759
C -1.58217 -0.79039 -0.60948
C -2.19561 -1.23984 0.28817
H -0.89398 -0.74406 -1.38961
H -2.90933 -1.28900 1.04614
*
```

Results
- SMILES: C=CS.C#C
- M: 86.16 g/mol
- E_LUMO: 0.03528 Ha
- Frontier orbital gap: 9.6 eV

2:
Computed, not measured: C4H6S as an isolated structure, with ωB97M-V/def2-TZVPD.

The geometry in ORCA input format:
```
! wB97M-V def2-TZVPD RIJCOSX def2/J DEFGRID3
* xyz 0 1
C 0.93854 -1.27461 -0.19587
C 0.92755 0.08356 -0.34452
C -0.20555 0.96349 -0.19807
C -1.35695 0.18457 0.34269
H 0.13904 -1.65390 0.23693
H 1.96744 -1.70059 -0.15834
H 1.83361 0.65448 -0.70531
H 0.08021 1.54828 0.91839
H -0.59107 2.06954 -0.93861
H -1.05665 -0.45879 1.36063
S -2.67617 -0.41603 -0.31792
*
```

Results
- M: 86.16 g/mol
- E_LUMO: -0.00633 Ha
- Frontier orbital gap: 8.5 eV

Calculated relative energies: 1 0.0000; 2 0.0159, given in hartree

1:
Computed, not measured: C3H5N2O as an isolated structure, with ωB97M-V/def2-TZVPD.

The geometry in ORCA input format:
```
! wB97M-V def2-TZVPD RIJCOSX def2/J DEFGRID3
* xyz 1 1
C 0.80358 0.62348 0.06345
C -1.51069 0.33847 0.02311
C -0.23240 -0.38543 -0.15488
N 3.21711 -1.14463 0.08313
N 2.34882 -0.48958 0.02181
O 1.14012 1.71294 0.26358
H -1.55254 1.21068 0.62950
H -1.96560 0.62912 -0.96830
H -1.99270 -0.52100 0.40280
H -0.17901 -0.93432 -1.13794
H -0.07668 -1.03972 0.77375
*
```

Results
- M: 85.09 g/mol
- E_LUMO: -0.20242 Ha
- Frontier orbital gap: 12.2 eV

2:
Computed, not measured: an isolated ion of composition C3H5N2O and charge +1, with ωB97M-V/def2-TZVPD.

The geometry in ORCA input format:
```
! wB97M-V def2-TZVPD RIJCOSX def2/J DEFGRID3
* xyz 1 1
C 0.99525 0.23502 -0.02043
C -1.37412 0.43355 -0.46269
C 0.51320 -0.76055 0.93236
N -0.66811 -1.01226 0.75350
N -0.25493 0.73517 -0.86772
O -0.01138 1.55410 -1.71931
H 1.10103 1.20863 0.34987
H -2.41717 0.50424 -0.85524
H 2.13849 -0.02845 -0.50705
H 1.32921 -1.14693 1.56124
H -1.35147 -1.72253 0.83548
*
```

Results
- M: 85.09 g/mol
- E_LUMO (alpha / beta): -0.21118 / -0.21119 Ha
- Frontier orbital gap (alpha / beta): 9.0 / 9.0 eV

Calculated relative energies: 1 0.0000; 2 0.1970, given in hartree

1:
Computed, not measured: a 6-piece molecular cluster, C9H28IN6O5 overall, with ωB97M-V/def2-TZVPD.

The geometry in ORCA input format:
```
! wB97M-V def2-TZVPD RIJCOSX def2/J DEFGRID3
* xyz -1 1
I -0.12967 0.26652 0.22593
C -2.30925 1.01945 4.00470
C -1.88069 2.43662 3.57076
C -2.16044 3.40798 4.70035
O -0.46887 2.40674 3.35840
H -1.72968 0.85708 4.91673
H -2.05085 0.29310 3.23636
H -3.36404 0.95508 4.27553
H -2.36917 2.74065 2.63996
H -1.42479 3.26243 5.49115
H -3.16233 3.24089 5.10357
H -2.15954 4.45456 4.38809
H -0.32307 1.69759 2.71670
C 1.99537 -3.01338 -1.52325
C 1.27460 -3.97289 -0.56750
C 2.09611 -5.22212 -0.34755
O 1.12287 -3.33465 0.70626
H 2.34233 -3.52931 -2.42389
H 2.78748 -2.48145 -1.00757
H 1.25754 -2.31206 -1.92733
H 0.25778 -4.19490 -0.90290
H 2.08473 -5.91157 -1.18975
H 1.67364 -5.77127 0.50245
H 3.11704 -4.97147 -0.05714
H 0.59702 -2.53392 0.57591
C 4.34403 0.31548 1.12272
O 5.54667 0.46299 1.30034
N 3.47478 1.36462 1.00871
N 3.73331 -0.91056 1.09970
H 3.89239 2.27129 0.92808
H 2.48200 1.20789 0.97082
H 2.73842 -1.03214 1.00488
H 4.33928 -1.68649 1.28846
C -3.44547 -0.43561 -2.83489
O -4.29082 -0.74214 -3.65497
N -2.92458 0.84070 -2.73868
N -3.03207 -1.28820 -1.84112
H -2.04960 1.05792 -2.29454
H -3.51975 1.60721 -2.98762
H -3.62838 -2.09505 -1.78393
H -2.33779 -1.11920 -1.13370
C -0.65989 2.89111 -3.55304
O -1.58952 3.52276 -3.08263
N -0.55553 2.60889 -4.89573
N 0.36559 2.42068 -2.78274
H -1.36189 2.73607 -5.47631
H 0.10826 1.89415 -5.13573
H 1.13446 1.93123 -3.19822
H 0.16198 2.38671 -1.79584
*
```

Results
- M: 427.26 g/mol
- E_LUMO: 0.09944 Ha
- Frontier orbital gap: 8.5 eV

2:
Computed, not measured: a 6-piece molecular cluster, C9H28IN6O5 overall, with ωB97M-V/def2-TZVPD.

The geometry in ORCA input format:
```
! wB97M-V def2-TZVPD RIJCOSX def2/J DEFGRID3
* xyz -1 1
I -7.17472 8.10228 -4.80858
C -10.83609 5.10017 -2.00764
C -9.56483 5.83420 -1.56881
C -9.29793 5.39085 -0.10374
O -8.39790 5.41618 -2.29016
H -11.01599 5.31500 -3.06348
H -11.69094 5.25518 -1.35238
H -10.66959 4.01947 -2.00879
H -9.70109 6.91309 -1.66539
H -8.76976 4.44243 -0.06247
H -10.25137 5.40813 0.42709
H -8.73418 6.15755 0.43407
H -8.30106 6.05280 -3.01060
C -6.45977 13.83695 -4.86845
C -7.12321 12.49083 -5.00038
C -7.67860 12.06305 -6.38101
O -6.16646 11.51143 -4.51310
H -5.64805 13.95078 -5.59507
H -5.99994 14.00233 -3.89688
H -7.14775 14.62803 -5.17425
H -7.86492 12.40440 -4.20060
H -8.53938 11.41977 -6.20252
H -6.91134 11.48959 -6.90142
H -7.96363 12.87819 -7.04765
H -6.68050 10.70032 -4.38679
C -10.07427 10.67414 -2.87301
O -10.71634 11.69337 -2.62546
N -10.15602 9.93772 -3.98587
N -9.08021 10.21754 -2.05424
H -10.58048 10.38502 -4.78096
H -9.61036 9.09965 -4.11117
H -8.91167 10.66910 -1.17478
H -8.51985 9.45569 -2.40060
C -5.18764 7.19261 -0.97941
O -4.28548 7.01750 -0.14122
N -6.29646 7.91663 -0.84485
N -5.18378 6.44674 -2.11741
H -6.45435 8.42601 0.00854
H -7.09339 7.41860 -1.21878
H -4.42789 5.78291 -2.12838
H -5.59188 6.73165 -2.99769
C -5.81965 4.61809 -6.80804
O -5.55050 3.53535 -7.33378
N -5.03924 5.26985 -5.96366
N -6.93491 5.34689 -7.13915
H -4.28296 4.77972 -5.51881
H -5.16894 6.24805 -5.76063
H -7.14456 6.22560 -6.68233
H -7.67111 4.89419 -7.64923
*
```

Results
- M: 427.26 g/mol
- E_LUMO: 0.09952 Ha
- Frontier orbital gap: 8.8 eV

Calculated relative energies: 1 0.0000; 2 0.0177, given in hartree